ORCA calculation (ωB97M-V/def2-TZVPD) on C13H15ClN4O in the gas phase.

The geometry in ORCA input format:
```
! wB97M-V def2-TZVPD RIJCOSX def2/J DEFGRID3
* xyz 0 1
C 0.387 -1.196 4.237
C 1.255 -0.008 3.870
C 2.107 -0.188 2.605
C 1.349 -0.383 1.262
O 0.386 0.676 1.134
C -0.463 0.552 0.039
C -0.179 1.307 -1.087
N 0.995 2.075 -1.376
N 0.970 2.847 -2.502
C 2.200 3.234 -2.528
N 2.973 2.820 -1.464
N 2.180 2.133 -0.732
C -1.719 -0.269 0.179
C -2.236 -0.581 1.448
C -3.475 -1.320 1.584
C -4.191 -1.687 0.441
Cl -5.686 -2.548 0.528
C -3.655 -1.389 -0.817
C -2.457 -0.698 -0.960
H -0.169 -1.578 3.367
H 0.978 -2.085 4.533
H -0.364 -0.936 4.986
H 1.909 0.185 4.707
H 0.620 0.882 3.742
H 2.715 0.709 2.474
H 2.788 -1.020 2.774
H 0.868 -1.360 1.257
H 2.104 -0.347 0.461
H -0.911 1.312 -1.878
H 2.638 3.717 -3.414
H -1.735 -0.270 2.361
H -3.847 -1.515 2.596
H -4.123 -1.700 -1.727
H -2.060 -0.519 -1.956
*
```

Relative energy (zero: lowest compared OMol25 entry of this formula, charge and spin)   198.1 kJ/mol
Frontier orbital gap   8.5 eV
F_max   2.56 eV/A
Electronic energy   -34252.3673 eV
SMILES   CCCCO/C(=C\n1ncnn1)c1ccc(Cl)cc1
HOMO   -8.65 eV